[1]
{
  "formula": "C5H7N3O3S",
  "method": "wB97M-V/def2-TZVPD",
  "species": ["C", "C", "C", "C", "C", "N", "N", "N", "O", "O", "O", "S", "H", "H", "H", "H", "H", "H", "H"],
  "xyz": [[-0.48844, 1.12315, -0.89673], [-1.73441, 1.74574, -0.67748], [2.24914, -0.15489, 0.56575], [-0.72046, -1.28788, -0.12222], [1.32127, -0.40293, -0.68485], [-0.06540, -0.14815, -0.55409], [1.64177, 0.06482, 1.73249], [-2.00068, -1.28188, 0.20056], [3.46272, -0.29440, 0.38941], [-2.76195, -2.25860, 0.38093], [-2.44576, -0.10260, 0.79336], [-3.24708, 1.15496, -0.09103], [0.24639, 1.75965, -1.32755], [-1.80114, 2.53706, -1.32258], [-0.18315, -2.16178, -0.10463], [1.70477, -1.31721, -1.11023], [1.69741, 0.26974, -1.39208], [0.73547, 0.53903, 1.74565], [2.38953, 0.21617, 2.47530]],
  "forces_ev_per_a": [[-3.0, -0.2, 1.4], [2.1, -2.4, -0.3], [0.7, -1.1, -2.2], [3.4, 2.1, -0.9], [2.4, 0.9, 1.1], [-0.9, -1.2, 0.0], [1.5, 0.8, 1.8], [-6.1, 1.0, -0.5], [-1.6, 0.3, 0.6], [0.8, -0.5, -0.3], [-0.5, 1.3, 1.7], [1.7, -1.9, 0.2], [0.6, 0.1, -0.3], [-0.4, 2.5, -1.1], [1.0, -1.7, 0.4], [-0.8, -0.9, 0.1], [0.6, 1.3, -1.1], [0.6, -0.4, 0.3], [-1.9, 0.0, -1.0]],
  "total_charge": 0,
  "s_squared": 2.036,
  "e_homo_ev": [-6.00, -8.62],
  "multiplicity": 3,
  "homo_lumo_gap_ha": [0.220, 0.256]
}



[2]
{
  "formula": "C5H7N5",
  "method": "wB97M-V/def2-TZVPD",
  "species": ["C", "C", "C", "C", "C", "N", "N", "N", "N", "N", "H", "H", "H", "H", "H", "H", "H"],
  "xyz": [[-1.17818, -1.85585, 0.45567], [-2.96268, 1.14053, -0.75460], [-2.29924, 0.11356, 0.19791], [0.46885, -0.64191, -0.77138], [2.76199, -0.17333, 0.07355], [-2.30409, -1.14964, 0.26681], [0.02647, -1.42237, 0.06583], [-2.00290, 1.95537, -0.18514], [-1.45411, 1.04242, 0.73333], [1.59021, 0.07975, -0.72627], [-1.36094, -2.85158, 0.56359], [2.75803, -0.96600, 0.74839], [3.57715, -0.61528, -0.51489], [3.10310, 0.67315, 0.57582], [-1.98081, 2.92507, -0.23174], [-0.42130, 1.00998, 1.01630], [1.67844, 0.73612, -1.51319]],
  "forces_ev_per_a": [[1.8, 2.2, -1.1], [1.4, 1.1, 1.7], [-0.1, -1.3, -1.5], [0.4, 1.9, -2.0], [1.1, -0.6, -1.6], [-0.2, 0.3, -0.1], [-2.5, -2.8, 2.2], [-2.1, -2.4, -2.1], [2.5, 1.7, 2.6], [-0.4, 0.5, -0.5], [0.2, -2.7, 0.7], [-1.5, -1.2, 1.6], [0.1, 0.8, -0.7], [0.6, 1.5, 0.8], [0.6, 1.9, 0.3], [-2.1, 0.0, -1.1], [0.3, -0.9, 0.6]],
  "total_charge": 0,
  "e_homo_ev": [-7.17, -7.43],
  "homo_lumo_gap_ha": [0.245, 0.256]
}



[3]
{
  "formula": "C5H7N6O",
  "method": "wB97M-V/def2-TZVPD",
  "species": ["C", "C", "C", "C", "C", "N", "N", "N", "N", "N", "N", "O", "H", "H", "H", "H", "H", "H", "H"],
  "xyz": [[-3.89807, 2.13423, -1.68957], [-2.21098, -0.11377, -0.41245], [0.50405, -0.09121, 0.00041], [-1.11903, 0.71365, -1.80809], [1.57073, -1.10474, 1.82994], [-3.68600, 0.91006, -2.07439], [-2.48401, 0.36830, -1.68737], [-0.82727, 0.01993, -0.63099], [-4.01242, 3.20766, -1.33756], [0.38959, -0.60176, 1.20071], [-0.44620, 1.35944, -2.72657], [1.56153, 0.29927, -0.55206], [1.74691, -2.19643, 2.00300], [2.43160, -0.61808, 1.24488], [1.53747, -0.58433, 2.77902], [-4.44578, 0.39729, -2.50342], [-0.48717, -1.08914, 1.52736], [0.55290, 1.28910, -2.91211], [-0.88361, 1.73692, -3.53218]],
  "forces_ev_per_a": [[-0.4, 0.6, 0.3], [-0.2, -0.8, 1.5], [1.8, 0.9, -1.3], [0.9, -0.1, -1.6], [2.8, 1.5, 0.6], [0.8, -1.0, -0.9], [0.2, -0.4, 0.5], [0.8, 1.8, -2.6], [-0.2, 1.9, 0.6], [-2.0, -2.7, 0.5], [-0.1, -1.1, 1.1], [-3.9, -0.8, 0.6], [-0.8, 0.9, -0.7], [-1.1, -1.2, 1.1], [0.6, -0.4, 0.6], [0.7, -0.7, 0.0], [1.0, 1.2, -0.9], [0.2, -0.1, 1.2], [-1.2, 0.4, -0.6]],
  "total_charge": 1,
  "e_homo_ev": -14.26,
  "homo_lumo_gap_ha": 0.314
}



[4]
{
  "formula": "C5H7NO",
  "method": "wB97M-V/def2-TZVPD",
  "species": ["O", "C", "C", "C", "C", "C", "N", "H", "H", "H", "H", "H", "H", "H"],
  "xyz": [[1.15482, 0.73884, 1.60820], [1.29555, 1.25817, 0.52229], [0.60482, 0.83239, -0.72199], [0.01494, -0.48927, -1.03802], [-0.22492, -1.35057, 0.18872], [-1.21507, -0.23636, 0.58425], [-0.86568, 0.62376, -0.61247], [1.88480, 2.19321, 0.42589], [0.87983, 1.41396, -1.60455], [-0.05754, -0.82055, -2.07052], [0.65904, -1.49885, 0.81466], [-0.70204, -2.30977, -0.01974], [-1.19935, 0.18510, 1.59478], [-2.22920, -0.54007, 0.32850]],
  "forces_ev_per_a": [[0.3, 0.2, -0.4], [-0.1, -0.2, 0.4], [0.1, 0.2, 0.1], [0.2, -0.2, -0.3], [0.0, -0.1, 0.0], [-0.3, 0.0, 0.1], [-0.3, 0.0, -0.1], [0.1, -0.2, 0.0], [-0.3, 0.0, 0.3], [0.4, 0.0, 0.1], [-0.3, 0.0, -0.1], [0.1, 0.1, 0.0], [0.2, 0.1, -0.4], [-0.1, -0.1, 0.3]],
  "total_charge": 0,
  "e_homo_ev": -9.43,
  "homo_lumo_gap_ha": 0.377
}



[5]
{
  "formula": "C5H7NO",
  "method": "wB97M-V/def2-TZVPD",
  "species": ["C", "C", "C", "N", "C", "C", "O", "H", "H", "H", "H", "H", "H", "H"],
  "xyz": [[1.66401, 0.14642, -0.81087], [0.81894, -0.01841, 0.20054], [-0.49066, -0.68391, 0.20919], [-0.82883, -1.65451, -0.68125], [-1.20981, -0.03656, 1.16757], [-0.35938, 0.87331, 1.91221], [0.87355, 0.76605, 1.33206], [1.51365, -0.37058, -1.75387], [0.00603, 2.25126, -0.66431], [2.48916, 0.84740, -0.72673], [-1.73274, -2.08657, -0.55943], [-0.10346, -2.29785, -0.96304], [-2.26159, -0.17245, 1.38636], [-0.37887, 2.43640, -0.04843]],
  "forces_ev_per_a": [[0.1, -0.2, 0.1], [0.0, 0.0, -0.3], [0.0, 0.1, 0.0], [0.0, -0.1, 0.1], [0.0, 0.0, 0.1], [0.0, -0.3, -0.2], [-0.1, 0.1, 0.1], [0.0, 0.0, 0.2], [-0.2, 0.2, 0.1], [-0.1, -0.2, 0.0], [0.1, 0.1, 0.0], [-0.1, 0.2, 0.0], [0.2, -0.1, 0.1], [0.1, 0.1, -0.3]],
  "total_charge": 0,
  "e_homo_ev": -8.34,
  "homo_lumo_gap_ha": 0.295
}



[6]
{
  "formula": "C5H7NO",
  "method": "wB97M-V/def2-TZVPD",
  "species": ["C", "C", "C", "C", "C", "N", "O", "H", "H", "H", "H", "H", "H", "H"],
  "xyz": [[1.92727, 2.36244, 0.64772], [-0.77960, 0.25789, 2.01244], [0.20718, 0.44899, 1.11623], [0.20498, 0.23997, -1.27880], [0.50407, -0.47304, 0.03412], [0.98762, 1.72520, 1.07038], [2.77998, 3.13439, 0.37309], [-0.90527, 1.10115, 2.70766], [-1.30080, -0.64993, 2.21706], [0.62310, 1.23445, -1.37642], [-0.79553, 0.20215, -1.61216], [0.71566, -0.20980, -2.24595], [0.01552, -1.43224, 0.13499], [1.63120, -0.71848, 0.12509]],
  "forces_ev_per_a": [[-0.8, -0.1, 0.8], [1.9, 2.4, 0.4], [-0.4, 1.5, 1.1], [2.4, -1.4, -3.2], [2.9, -0.4, -1.1], [-0.4, -1.2, 0.0], [-0.8, -1.0, 0.0], [-0.3, -0.6, -0.1], [-0.2, -0.4, -0.5], [-0.3, 0.3, 0.6], [-1.4, 0.3, 0.3], [-0.6, 0.1, 2.1], [-0.4, 0.0, 0.1], [-1.5, 0.4, -0.4]],
  "total_charge": 0,
  "e_homo_ev": -9.44,
  "homo_lumo_gap_ha": 0.375,
  "smiles": "C=C(CC)N=C=O"
}



[7]
{
  "formula": "C5H7NO",
  "method": "wB97M-V/def2-TZVPD",
  "species": ["C", "C", "N", "C", "C", "C", "O", "H", "H", "H", "H", "H", "H", "H"],
  "xyz": [[-1.98878, 0.32808, 0.39649], [-0.58968, -0.08527, 0.03318], [0.03125, -1.11680, 0.85108], [0.70842, 0.17337, 0.70898], [1.89478, 0.22005, -0.21097], [1.69166, 0.29739, -1.51144], [1.46938, 0.34874, -2.65764], [-2.28416, 1.24497, -0.12407], [-2.12952, 0.44871, 1.47251], [-2.65228, -0.47643, 0.05643], [0.50923, -1.82084, 0.29549], [0.78317, 0.75143, 1.62981], [2.90191, -0.00961, 0.11779], [-0.47154, -0.14298, -1.04906]],
  "forces_ev_per_a": [[0.0, 0.1, 0.1], [-0.2, 0.0, -0.2], [0.1, -0.3, 0.0], [0.0, 0.2, -0.1], [0.0, 0.0, -0.1], [-0.1, 0.1, -0.6], [0.3, 0.1, 1.0], [0.1, -0.1, 0.1], [0.1, 0.0, -0.1], [0.0, 0.2, 0.1], [-0.1, 0.1, 0.0], [-0.1, -0.1, -0.3], [-0.1, 0.1, 0.0], [-0.1, -0.3, 0.1]],
  "total_charge": 0,
  "e_homo_ev": -8.97,
  "homo_lumo_gap_ha": 0.362,
  "smiles": "C[C@@H]1N[C@H]1C=C=O"
}



[8]
{
  "formula": "C5H7NO",
  "method": "wB97M-V/def2-TZVPD",
  "species": ["O", "C", "N", "C", "C", "C", "C", "H", "H", "H", "H", "H", "H", "H"],
  "xyz": [[0.45991, 0.52546, -1.14591], [-0.07676, -0.72103, -1.02349], [0.49515, -1.58747, -0.20104], [1.60030, -1.51048, 0.54682], [0.19540, 1.37038, -0.01933], [-1.23870, 1.56852, 0.22644], [-2.41577, 1.70793, 0.43964], [-1.03725, -0.94696, -1.46244], [-0.02205, -2.45753, -0.12932], [2.26148, -0.66691, 0.41021], [1.89307, -2.39904, 1.08502], [0.66440, 0.96060, 0.88475], [0.68086, 2.32422, -0.24032], [-3.46004, 1.83230, 0.62895]],
  "forces_ev_per_a": [[0.0, -0.1, 0.0], [0.0, -0.2, 0.2], [-0.2, 0.1, -0.3], [0.2, 0.0, 0.0], [0.0, 0.2, 0.2], [-0.5, 0.0, 0.1], [0.5, 0.0, -0.1], [0.1, 0.0, 0.0], [0.1, 0.1, 0.0], [-0.1, -0.1, 0.0], [0.0, 0.1, -0.1], [-0.1, 0.0, -0.1], [-0.1, -0.1, 0.0], [0.2, 0.0, 0.0]],
  "total_charge": 0,
  "e_homo_ev": -6.71,
  "homo_lumo_gap_ha": 0.280
}



[9]
{
  "formula": "C5H7NO",
  "method": "wB97M-V/def2-TZVPD",
  "species": ["O", "C", "C", "C", "C", "C", "N", "H", "H", "H", "H", "H", "H", "H"],
  "xyz": [[2.93380, -0.89742, 1.37140], [2.53000, -0.47341, 0.08281], [1.13360, -0.00406, 0.07437], [0.00181, 0.38182, 0.24746], [-1.36223, 0.78926, 0.51161], [-2.45840, 0.33346, -0.38617], [-2.32997, -0.22394, 0.95106], [2.63746, -0.22339, 1.99702], [3.18562, 0.32077, -0.30782], [2.65610, -1.34163, -0.57203], [-1.46193, 1.74741, 1.01855], [-2.18602, -0.27412, -1.24747], [-3.32600, 0.97272, -0.52652], [-1.89851, -1.14419, 0.90866]],
  "forces_ev_per_a": [[0.0, 0.2, 0.2], [-0.1, 0.0, -0.4], [-0.4, 0.1, 0.2], [0.5, -0.2, -0.1], [0.2, 0.2, 0.0], [-0.1, 0.1, -0.3], [0.0, -0.2, 0.1], [0.1, -0.2, 0.0], [-0.1, -0.1, 0.1], [-0.1, 0.2, 0.1], [0.0, -0.2, -0.1], [0.0, 0.1, 0.2], [0.2, 0.0, 0.0], [0.0, 0.1, 0.0]],
  "total_charge": 0,
  "e_homo_ev": -9.38,
  "homo_lumo_gap_ha": 0.376,
  "smiles": "OCC#C[C@H]1CN1"
}



[10]
{
  "formula": "C5H7NO",
  "method": "wB97M-V/def2-TZVPD",
  "species": ["C", "C", "C", "N", "C", "O", "C", "H", "H", "H", "H", "H", "H", "H"],
  "xyz": [[-1.82984, -0.45187, 0.40434], [-0.59271, 0.04152, -0.35274], [-0.47973, 1.50531, -0.33545], [-0.38323, 2.65844, -0.31687], [0.69362, -0.64523, 0.16636], [0.60038, -1.70917, 0.73148], [2.01741, 0.02248, -0.10875], [-1.75618, -0.19354, 1.46434], [-2.74178, -0.00787, -0.00396], [-1.88318, -1.53932, 0.32262], [-0.67607, -0.24696, -1.41101], [2.81154, -0.55657, 0.36477], [2.02537, 1.05174, 0.26529], [2.19439, 0.07102, -1.19042]],
  "forces_ev_per_a": [[-0.1, 0.0, 0.0], [-0.1, 0.0, 0.0], [0.1, 1.0, 0.0], [-0.1, -1.2, 0.0], [0.1, -0.3, 0.1], [0.1, 0.5, -0.2], [0.1, 0.0, 0.0], [0.0, 0.0, -0.2], [0.2, -0.1, 0.0], [0.0, 0.2, 0.0], [0.1, 0.0, 0.1], [-0.1, 0.1, -0.1], [0.0, -0.2, -0.1], [-0.1, 0.0, 0.1]],
  "total_charge": 0,
  "e_homo_ev": -10.30,
  "homo_lumo_gap_ha": 0.400,
  "smiles": "CC(=O)[C@@H](C)C#N"
}